<1>
Computed, not measured: a single C2H6N2O2 molecule, with ωB97M-V/def2-TZVPD.

Structure (XYZ):
```
12
Properties=species:S:1:pos:R:3:mulliken_charge:R:1
N 2.03 -0.75 0.04 -0.605
N 0.90 0.03 -0.43 -0.139
C -0.11 0.23 0.46 0.034
C -1.41 1.04 0.14 -0.352
O -2.05 -0.08 -0.45 -0.239
O -1.23 -1.06 0.24 -0.356
H 1.72 -1.73 -0.09 0.235
H 2.78 -0.71 -0.60 0.252
H 0.52 -0.19 -1.35 0.267
H 0.06 0.10 1.48 0.392
H -1.91 1.30 1.17 0.217
H -1.29 1.82 -0.60 0.294
```

## Properties
- Kohn-Sham gap: 9.95 eV
- HOMO: -8.9 eV
- SMILES string: NN[C@H]1COO1
- E_LUMO: 0.038 Ha



<2>
Computed, not measured: 2 unconnected molecules or ions with the total composition C2H6N2O2, with ωB97M-V/def2-TZVPD.

Structure (XYZ):
```
12
Properties=species:S:1:pos:R:3:mulliken_charge:R:1
N 1.76 -0.94 -1.20 -0.479
C 2.18 0.43 -0.71 0.130
O 1.28 1.30 -0.60 -0.531
H 2.32 -1.19 -2.02 0.244
H 0.66 -1.13 -1.35 0.269
H 3.22 0.67 -0.85 0.344
N -1.69 0.88 0.64 -0.254
C -2.10 -0.35 1.07 0.149
O -1.39 -1.40 1.03 -0.569
H -2.41 1.62 0.52 0.212
H -0.74 1.14 0.45 0.227
H -3.14 -0.32 1.56 0.259
```

## Properties
- Kohn-Sham gap: 10.63 eV
- HOMO: -9.9 eV
- SMILES string: NC=O.NC=O
- E_LUMO: 0.028 Ha



Relative energies in kJ/mol: <1> 462.1; <2> 0.0